1.
Computed, not measured: a molecular structure, C28H60BiBrN6O3SSi at a distorted geometry, with ωB97M-V/def2-TZVPD.

Each line ends with the Mulliken charge.
CARTESIAN COORDINATES (ANGSTROEM)
Bi: -0.31900 0.73417 1.48191  2.56
C: 1.77013 0.93832 3.93688  -0.41
C: 0.61464 0.59420 4.88781  -0.97
N: -0.67629 0.68222 4.21675  -0.31
C: -1.55865 -0.46866 4.32997  -1.09
C: -0.95591 -1.73580 3.71398  -0.62
N: -0.43973 -1.57331 2.34633  -0.21
C: 0.91115 -2.11254 2.16097  0.17
C: 1.97284 -1.26624 2.87114  -1.10
N: 1.74595 0.16931 2.69235  -0.35
H: 2.71132 0.77816 4.47575  0.46
H: 1.68524 1.98806 3.65864  0.06
H: 0.67905 1.29927 5.72060  0.57
H: 0.74100 -0.40291 5.30924  0.29
H: -1.16716 1.51722 4.51335  0.30
H: -2.48999 -0.21063 3.82085  0.32
H: -1.80343 -0.71357 5.37305  0.45
H: -1.72956 -2.50533 3.73830  0.46
H: -0.14547 -2.08394 4.35506  0.35
H: -1.04528 -2.04311 1.68102  0.03
H: 1.10829 -2.13423 1.08719  -0.68
H: 0.98037 -3.13836 2.53907  0.71
H: 2.94951 -1.55733 2.47831  0.55
H: 1.97373 -1.48537 3.93823  0.29
H: 2.43116 0.55341 2.04683  0.15
N: -0.69259 2.68431 -0.22078  -0.42
C: -1.77295 2.69520 -1.21548  -0.07
C: -3.12895 3.11269 -0.64240  -0.94
C: -4.03265 1.98779 -0.13262  -0.87
C: -3.45740 1.18409 1.02917  -0.31
N: -2.52328 0.11333 0.61250  0.32
H: -0.63871 3.58409 0.25012  0.20
H: 0.19422 2.54564 -0.70034  0.11
H: -1.82595 1.69149 -1.64842  -0.60
H: -1.52244 3.39084 -2.02510  0.71
H: -3.67188 3.61388 -1.44210  0.40
H: -2.97286 3.84595 0.15113  0.31
H: -4.29667 1.31691 -0.95298  0.30
H: -4.96441 2.44859 0.20221  0.47
H: -4.27295 0.74497 1.60774  0.59
H: -2.91372 1.87216 1.68086  0.00
H: -2.39344 0.09385 -0.40000  -0.48
H: -2.88626 -0.80012 0.86307  0.23
C: 1.18232 6.83619 3.91467  -1.39
C: 1.69943 5.77937 3.00107  0.28
C: 2.95622 5.88923 2.40719  -0.38
C: 3.43060 4.87865 1.59257  -0.93
C: 2.60697 3.78240 1.40829  0.35
Br: 3.20297 2.33970 0.30539  -0.04
N: 1.41253 3.64008 1.95283  0.10
C: 0.97531 4.62241 2.73324  -0.25
H: 1.78897 7.73335 3.83773  0.38
H: 1.22597 6.49090 4.94763  0.32
H: 0.14771 7.08509 3.68905  0.36
H: 3.55920 6.76436 2.58812  0.43
H: 4.39753 4.93319 1.11870  0.47
H: -0.00573 4.46453 3.16331  0.48
C: 3.27413 -2.65539 -1.19239  -1.07
C: 2.18013 -3.61519 -1.64387  1.53
C: 2.32375 -3.90644 -3.13326  -1.59
C: 2.21930 -4.91735 -0.84690  -1.73
O: 0.89464 -3.01992 -1.37046  -0.04
Si: 0.18275 -1.65803 -1.81374  -2.50
S: 0.90858 -0.08664 -0.45920  0.42
O: 0.62766 -1.22847 -3.27975  1.10
C: 0.53070 -0.17900 -4.24847  1.64
C: 1.42932 0.97013 -3.80296  -1.40
C: 1.02708 -0.78329 -5.56073  -1.87
C: -0.91533 0.28604 -4.39993  -1.02
O: -1.40032 -1.79515 -1.50189  0.61
C: -2.22759 -2.83855 -2.09486  1.59
C: -1.61351 -3.39106 -3.37273  -1.49
C: -3.57091 -2.19486 -2.41729  -1.68
C: -2.36224 -3.96434 -1.07685  -1.56
H: 4.24873 -3.06810 -1.42541  0.65
H: 3.21427 -2.48661 -0.12070  0.08
H: 3.15908 -1.70259 -1.70187  0.10
H: 3.30760 -4.32418 -3.31958  0.58
H: 2.20946 -2.99328 -3.70635  0.15
H: 1.57770 -4.62300 -3.46638  0.36
H: 3.18730 -5.38979 -0.97839  0.44
H: 1.44975 -5.59943 -1.19971  0.35
H: 2.06553 -4.72574 0.21236  0.25
H: 2.46102 0.63433 -3.75604  0.32
H: 1.13625 1.31486 -2.81500  0.11
H: 1.36434 1.79109 -4.50884  0.51
H: 2.05430 -1.12012 -5.44958  0.35
H: 0.98532 -0.04188 -6.35177  0.45
H: 0.41157 -1.63683 -5.83835  0.35
H: -1.33135 0.54124 -3.42878  -0.09
H: -1.52416 -0.49253 -4.85155  0.28
H: -0.95144 1.16066 -5.04223  0.64
H: -1.40002 -2.58691 -4.06864  0.16
H: -2.30235 -4.08831 -3.84203  0.68
H: -0.68504 -3.90596 -3.15003  0.28
H: -3.43145 -1.37824 -3.12161  0.32
H: -4.05542 -1.81969 -1.51836  0.28
H: -4.22750 -2.93044 -2.87246  0.48
H: -1.37394 -4.27519 -0.74923  0.13
H: -2.85659 -4.80830 -1.54727  0.44
H: -2.95211 -3.65565 -0.21686  0.31

LUMO energy = -4.784 eV
2S+1 = 1
orbital gap = 9.12 eV
E_tot = -5133.22477 Eh
energy relative to the best compared isomer or geometry (same formula, charge and spin) = 13.9 kcal/mol
charge = +2
E_HOMO = -13.906 eV

=====

2.
Computed, not measured: a molecular structure, C36H52BrN3OP2Pt at a distorted geometry, with ωB97M-V/def2-TZVPD.

Each line ends with the Mulliken charge.
CARTESIAN COORDINATES (ANGSTROEM)
N: 8.14152 0.02509 -0.65805  0.08
C: 7.30949 -1.00303 -0.50407  -0.44
C: 5.91399 -0.85494 -0.53257  -0.39
C: 5.28919 0.43485 -0.69622  -0.10
C: 6.23909 1.49902 -0.91885  -0.17
C: 7.62308 1.23508 -0.84148  -0.43
C: 3.82556 0.47551 -0.54826  -0.19
Pt: 0.93284 1.36012 -1.08613  0.96
P: -0.79583 1.78759 -2.58257  0.38
C: 2.80285 0.79775 -1.50828  -0.55
C: 1.94685 -0.40157 -1.93856  0.19
C: 1.59579 -0.58880 -3.32404  -0.19
C: 1.07611 -1.78780 -3.72253  -0.77
C: 1.05554 -2.89885 -2.84164  -0.16
C: 1.28071 -2.68055 -1.45802  -1.34
C: 1.69254 -1.44451 -1.00822  0.19
Br: -0.01828 -4.22241 -3.41478  -0.03
H: 3.50000 -0.03170 0.36704  0.37
H: 2.98429 1.51836 -2.32481  0.64
H: 5.30642 -1.76156 -0.43363  0.43
H: 5.95909 2.53304 -1.12925  0.46
H: 7.77283 -1.97983 -0.33104  0.41
H: 8.36549 2.03702 -0.92431  0.43
H: 1.59141 0.28228 -4.00791  0.86
H: 1.56375 -1.12496 0.03429  0.17
H: 0.53490 -1.77079 -4.68306  0.47
H: 1.05961 -3.42549 -0.72001  1.34
P: 0.48125 2.76493 0.57529  -0.14
C: -1.25960 0.54666 -3.92027  -0.13
C: -2.39312 0.86494 -4.88301  -1.82
H: -1.47022 -0.41248 -3.41900  0.59
H: -0.36702 0.33169 -4.52428  0.22
H: -2.65071 -0.04438 -5.44340  0.46
H: -3.29348 1.14781 -4.33464  0.31
H: -2.10345 1.65627 -5.58506  0.38
C: -1.12208 3.50089 -3.49553  -0.62
C: -2.54748 3.88428 -3.92082  -1.22
H: -0.49877 3.49690 -4.40714  0.54
H: -0.66186 4.25855 -2.83965  0.34
H: -2.55605 4.72817 -4.62498  0.39
H: -3.05304 3.07037 -4.44308  0.23
H: -3.20554 4.16725 -3.09542  0.32
C: -2.22567 1.77955 -1.47243  -0.17
C: -3.66207 1.45342 -1.84547  -1.75
H: -2.22042 2.79982 -1.06715  0.23
H: -1.89113 1.08764 -0.68836  0.39
H: -4.32519 1.76394 -1.02389  0.39
H: -4.01844 1.95886 -2.74380  0.33
H: -3.78467 0.37867 -1.97573  0.38
C: -1.11536 2.24449 1.38535  -0.15
C: -1.46254 2.62318 2.83396  -1.46
H: -1.16835 1.15004 1.28248  0.15
H: -1.89728 2.66784 0.74623  0.36
H: -0.98182 1.96758 3.57728  0.29
H: -1.23581 3.67145 3.08761  0.38
H: -2.55295 2.48120 2.93107  0.41
C: 0.24531 4.59502 0.48549  -0.34
C: 1.17692 5.49193 -0.32391  -1.34
H: 0.28049 4.93295 1.53355  0.43
H: -0.78584 4.73875 0.12749  0.52
H: 2.00528 5.86913 0.28472  0.41
H: 1.59809 5.01367 -1.21206  0.28
H: 0.61579 6.38390 -0.63825  0.38
C: 1.54895 2.50143 2.01509  -0.62
C: 1.63302 1.06228 2.47910  -1.05
H: 1.06683 3.11964 2.78751  0.77
H: 2.53738 2.91736 1.78472  0.57
H: 2.66890 0.73346 2.51461  0.29
H: 1.25944 0.95108 3.49754  0.39
H: 1.09553 0.34207 1.86469  -0.07
C: -3.71622 -4.58232 2.63824  -0.72
N: -2.45412 -4.35750 1.97477  0.05
N: -1.48460 -3.61488 2.52871  0.75
C: -0.42080 -3.44786 1.62743  0.84
O: 0.53726 -2.69624 1.86126  -0.56
C: -0.81553 -4.28801 0.52003  -0.71
C: -2.07915 -4.74436 0.74088  0.23
C: -2.94477 -5.51555 -0.17262  -1.41
C: -1.51077 -3.19598 3.87985  -0.23
C: -1.38572 -4.14157 4.89856  0.06
C: -1.42721 -3.72332 6.22250  -0.81
C: -1.61225 -2.36558 6.52200  -0.48
C: -1.71530 -1.41771 5.48932  -0.67
C: -1.63427 -1.82972 4.16041  -0.15
H: -4.45157 -4.80645 1.86180  0.30
H: -4.02269 -3.67974 3.17703  0.33
H: -3.64430 -5.43635 3.32711  0.34
H: -0.25782 -4.51842 -0.36462  0.64
H: -2.90363 -6.59510 0.02439  0.33
H: -3.97988 -5.17115 -0.10009  0.42
H: -2.59887 -5.36011 -1.20300  0.33
H: -1.23907 -5.18641 4.62549  0.53
H: -1.30876 -4.45589 7.02159  0.44
H: -1.65597 -2.04422 7.56546  0.44
H: -1.85136 -0.35391 5.71876  0.41
H: -1.67466 -1.12280 3.32529  0.45

LUMO energy (spin up / spin down) = -11.854 / -13.963 eV
2S+1 = 5
orbital gap (spin up / spin down) = 6.19 / 4.18 eV
E_tot = -5016.85642 Eh
energy relative to the best compared isomer or geometry (same formula, charge and spin) = 42.8 kcal/mol
charge = +4
E_HOMO (spin up / spin down) = -18.046 / -18.142 eV

=====

3.
Computed, not measured: a molecular structure, C36H30CoN3OPS at a distorted geometry, with ωB97M-V/def2-TZVPD.

Each line ends with the Mulliken charge.
CARTESIAN COORDINATES (ANGSTROEM)
Co: 0.78118 -1.19866 0.15488  0.59
N: 0.31477 -1.14033 2.18612  -0.11
C: 0.57768 0.19179 2.73051  -0.18
C: 0.82440 0.26602 4.07940  -0.84
C: 1.10975 1.54075 4.60480  -0.60
C: 1.23226 2.66500 3.80438  -0.95
C: 1.06114 2.55408 2.42167  0.29
C: 0.73420 1.32079 1.86983  -0.51
P: 0.78077 1.13502 0.09107  2.19
C: 2.32206 1.89288 -0.51960  0.82
C: 2.43991 2.59321 -1.74723  -0.62
C: 3.61204 3.25327 -2.07492  -0.61
C: 4.74071 3.19479 -1.24923  -0.53
C: 4.63029 2.51483 -0.02823  -0.77
C: 3.42796 1.85788 0.30849  -0.32
C: -0.60885 2.02432 -0.64570  0.92
C: -0.91816 1.85937 -2.02339  -0.44
C: -2.07118 2.39955 -2.53323  -0.74
C: -2.90963 3.15599 -1.69682  -0.53
C: -2.62810 3.34790 -0.35911  -0.84
C: -1.51127 2.73135 0.20508  -0.89
H: 0.84972 -1.82806 2.71697  0.43
H: -0.67759 -1.36786 2.28380  0.26
H: 0.74318 -0.59750 4.72653  0.52
H: 1.33355 1.60270 5.67604  0.44
H: 1.45968 3.64156 4.24058  0.48
H: 1.09300 3.42019 1.79535  0.61
H: 1.60211 2.69346 -2.42560  0.39
H: 3.61246 3.87379 -3.00057  0.45
H: 5.68212 3.70231 -1.49926  0.49
H: 5.47212 2.54394 0.68062  0.47
H: 3.37046 1.35021 1.25388  0.58
H: -0.26115 1.25235 -2.66460  0.33
H: -2.32691 2.25276 -3.61474  0.44
H: -3.84601 3.51050 -2.11730  0.44
H: -3.25753 3.97568 0.27131  0.52
H: -1.29367 2.71599 1.24273  0.58
N: 7.74860 -1.30830 -1.32651  -0.31
C: 6.70258 -1.59113 -0.93780  -0.30
C: 5.34437 -1.82410 -0.57001  0.77
C: 4.39699 -1.69939 -1.63018  -0.57
C: 3.04441 -1.78079 -1.32591  -0.24
N: 2.60827 -1.99815 -0.06370  -0.40
C: 3.52272 -2.21434 0.91857  -0.19
C: 4.89702 -2.14117 0.72054  -0.56
H: 4.77885 -1.49098 -2.64204  0.51
H: 2.30189 -1.57309 -2.10473  0.53
H: 3.13084 -2.52298 1.87958  0.47
H: 5.58190 -2.22611 1.54734  0.53
O: -0.58174 -1.84254 -1.02301  -0.55
S: -1.67011 -2.86600 -0.42535  -0.06
C: -2.66193 -1.98459 0.80239  -0.03
C: -2.86864 -0.63164 0.64205  1.08
C: -3.77046 0.00516 1.49600  -0.87
C: -4.34600 -0.65867 2.57610  -0.54
C: -4.02300 -1.99548 2.82893  -0.80
C: -3.18986 -2.65494 1.92420  -0.29
C: -2.84891 -2.82359 -1.79836  0.41
C: -3.00724 -1.68817 -2.60804  0.38
C: -3.96100 -1.68987 -3.62100  -0.57
C: -4.71032 -2.80634 -3.87470  -0.43
C: -4.65710 -3.89714 -3.00509  -0.71
C: -3.72685 -3.88592 -1.97914  -0.32
H: -2.29480 -0.06493 -0.13909  -0.18
H: -3.96157 1.07486 1.34361  0.46
H: -5.03041 -0.13934 3.22262  0.48
H: -4.38245 -2.50946 3.68563  0.51
H: -2.91421 -3.70188 2.10678  0.46
H: -2.43693 -0.75392 -2.41076  0.02
H: -4.10920 -0.72685 -4.18483  0.35
H: -5.42878 -2.79483 -4.72872  0.38
H: -5.31553 -4.76205 -3.13873  0.40
H: -3.65888 -4.73313 -1.30116  0.41

LUMO energy (spin up / spin down) = -8.675 / -13.079 eV
2S+1 = 5
orbital gap (spin up / spin down) = 7.61 / 3.20 eV
E_tot = -3750.63460 Eh
charge = +3
E_HOMO (spin up / spin down) = -16.281 / -16.282 eV

=====

4.
Computed, not measured: C3H4ClNO in the gas phase at a distorted geometry, with ωB97M-V/def2-TZVPD.

Each line ends with the Mulliken charge.
CARTESIAN COORDINATES (ANGSTROEM)
C: 0.75719 -0.74599 -0.06131  -0.21
C: -0.38649 0.03468 0.41225  0.01
C: -0.45193 0.76365 1.50738  -0.25
H: 0.25423 -0.43614 -3.00315  0.35
H: 1.52349 -1.11645 0.62807  0.37
H: -1.26102 0.04359 -0.30009  0.30
H: 0.43367 0.94507 2.06083  0.36
N: 0.94871 -0.92411 -1.29345  -0.40
O: 0.03564 -0.15824 -2.05594  -0.37
Cl: -1.85349 1.59393 2.10539  -0.17

LUMO energy = 0.535 eV
2S+1 = 1
orbital gap = 9.91 eV
SMILES = O/N=C\C=C\Cl
E_tot = -706.81019 Eh
energy relative to the best compared isomer or geometry (same formula, charge and spin) = 57.4 kcal/mol
E_HOMO = -9.378 eV

=====

5.
Computed, not measured: a molecular structure, C19H30F4IrN6O3, with ωB97M-V/def2-TZVPD.

Each line ends with the Mulliken charge.
CARTESIAN COORDINATES (ANGSTROEM)
Ir: -0.54733 0.69533 0.06084  3.34
C: -4.81231 0.02414 0.86931  -1.57
C: -3.40953 0.60557 0.79500  -0.97
N: -2.38190 -0.23868 0.10078  0.20
C: -2.87770 -0.67541 -1.25048  -0.50
C: -3.36361 0.43432 -2.16049  -1.38
C: -2.12551 -1.50031 0.89497  -0.73
C: -1.32769 -1.21754 2.15596  -1.10
N: -0.23268 -0.37338 1.72394  -0.35
C: 0.92725 -0.13535 2.36351  -0.29
C: 1.88411 0.69999 1.75287  0.35
F: 1.55657 1.29492 0.51911  -0.60
C: 3.14420 0.93703 2.24987  0.29
F: 3.97107 1.71635 1.54680  -0.32
C: 3.54257 0.37794 3.44693  -0.63
C: 2.61599 -0.42101 4.09662  0.26
F: 2.93929 -0.98079 5.26053  -0.31
C: 1.35575 -0.67213 3.59101  0.47
F: 0.51940 -1.46711 4.28272  -0.33
H: -5.43663 0.72886 1.41818  0.46
H: -4.85003 -0.92252 1.40568  0.33
H: -5.26168 -0.10940 -0.11278  0.31
H: -3.04109 0.76515 1.80916  0.43
H: -3.42463 1.56388 0.27821  0.49
H: -3.67589 -1.39871 -1.06862  0.62
H: -2.04801 -1.21340 -1.70392  0.34
H: -4.20463 0.98792 -1.74371  0.34
H: -3.71204 -0.02411 -3.08618  0.49
H: -2.57072 1.13559 -2.40757  0.15
H: -1.53895 -2.14217 0.24016  0.41
H: -3.07517 -1.98976 1.10405  0.66
H: -0.98368 -2.17159 2.55942  0.55
H: -1.94594 -0.75557 2.93503  0.45
H: 4.52084 0.56195 3.86388  0.54
N: -1.06699 2.46063 1.00449  -0.55
N: -1.64481 3.31636 0.02085  -0.34
C: -1.16485 3.13874 -1.31897  0.38
O: -1.30945 4.04312 -2.09904  -0.65
O: -0.65702 1.96595 -1.55652  -0.87
H: -1.73139 2.34848 1.76460  0.37
H: -0.21687 2.86824 1.40063  0.39
H: -1.68235 4.28997 0.29413  0.28
C: 1.99172 -2.44090 0.34971  -0.90
N: 2.31340 -1.53759 -0.74584  0.35
C: 3.72253 -1.50380 -1.13400  -0.71
C: 4.01253 -0.24108 -1.91528  -0.52
C: 3.03767 -0.15357 -3.06844  -0.73
N: 1.66431 -0.26418 -2.57995  0.27
C: 0.63831 0.21040 -3.50435  -1.11
C: 1.35803 -0.90962 -1.45131  0.33
O: 0.13618 -0.95773 -1.04122  -1.20
H: 2.52549 -2.13552 1.25144  0.28
H: 2.30379 -3.45346 0.08699  0.44
H: 0.92576 -2.42453 0.54337  0.05
H: 3.96639 -2.39626 -1.71915  0.31
H: 4.31024 -1.54170 -0.21584  0.44
H: 5.03501 -0.25882 -2.28892  0.39
H: 3.90575 0.63049 -1.26570  0.16
H: 3.22801 -0.94385 -3.80175  0.31
H: 3.12049 0.80225 -3.58541  0.44
H: 0.65086 1.29568 -3.56751  0.36
H: -0.34066 -0.10338 -3.16277  0.14
H: 0.83824 -0.22434 -4.48501  0.48

LUMO energy = -2.663 eV
2S+1 = 1
orbital gap = 7.86 eV
E_tot = -1799.86429 Eh
energy relative to the best compared isomer or geometry (same formula, charge and spin) = 0.3 kcal/mol
charge = +1
E_HOMO = -10.525 eV